Entry 1:
The following is a quantum chemistry calculation of a structure of composition C22H49F3MnN7O10S at a distorted geometry, from OMol25.

E_LUMO (spin up / spin down) (eV): -3.9 / -4.3
Highest occupied orbital energy (spin up / spin down) (eV): -10.5 / -10.5
2S+1: 6
Net charge: +1

XYZ file:
```
93
C22H49F3MnN7O10S (ωB97M-V/def2-TZVPD)
Mn -2.823 -2.185 -1.000
C 0.173 1.371 -2.265
F 1.306 0.697 -2.213
F 0.381 2.673 -2.147
F -0.410 1.178 -3.483
S -1.010 0.720 -0.830
O -0.154 0.601 0.356
O -2.140 1.632 -0.697
O -1.528 -0.621 -1.205
C -1.074 -3.126 1.787
O -1.654 -2.675 0.795
N -1.670 -3.994 2.664
C -1.023 -4.194 3.941
C -3.110 -4.135 2.629
H -0.040 -2.958 2.126
H -1.416 -5.096 4.410
H -1.214 -3.325 4.571
H 0.053 -4.311 3.809
H -3.487 -5.145 2.789
H -3.637 -3.501 3.341
H -3.578 -4.009 1.653
C 5.948 3.415 -2.327
O 6.242 3.596 -3.542
N 4.764 3.559 -1.756
C 3.763 4.483 -2.345
C 4.497 3.207 -0.320
H 6.620 2.924 -1.606
H 3.719 4.356 -3.427
H 3.781 5.555 -2.151
H 2.774 4.214 -1.975
H 4.033 2.227 -0.430
H 5.426 3.141 0.246
H 3.876 4.015 0.067
C -0.542 -3.745 -2.830
O -1.181 -3.266 -1.933
N 0.079 -3.129 -3.868
C 0.849 -3.950 -4.788
C 0.400 -1.719 -3.808
H -0.545 -4.832 -3.005
H 0.367 -4.874 -5.108
H 1.848 -4.213 -4.441
H 1.114 -3.341 -5.652
H 0.495 -1.148 -4.731
H -0.344 -1.129 -3.273
H 1.304 -1.467 -3.252
C -0.837 6.162 2.750
O -1.985 6.568 3.062
N -0.589 5.032 2.093
C -1.681 4.145 1.684
C 0.745 4.386 1.858
H 0.073 6.749 2.950
H -2.653 4.617 1.828
H -1.713 3.225 2.267
H -1.539 3.740 0.683
H 0.898 3.526 2.510
H 0.921 4.021 0.846
H 1.503 5.148 2.033
C 0.542 -0.614 3.682
O 1.347 -1.466 4.176
N -0.281 0.139 4.443
C -1.129 1.138 3.921
C -0.253 -0.049 5.939
H 0.382 -0.397 2.615
H -2.110 0.975 4.369
H -1.368 0.887 2.888
H -0.851 2.167 4.150
H 0.577 -0.702 6.206
H -0.004 0.869 6.473
H -1.139 -0.532 6.352
C 3.511 -0.829 0.429
O 4.190 -0.020 1.036
N 3.384 -2.164 0.741
C 3.850 -2.727 2.008
C 2.438 -3.045 0.006
H 3.109 -0.716 -0.590
H 3.035 -3.085 2.638
H 4.207 -1.944 2.677
H 4.426 -3.608 1.726
H 1.413 -3.036 0.377
H 2.474 -2.900 -1.073
H 2.850 -4.053 0.037
C -4.231 -1.271 -3.767
O -3.579 -1.721 -2.864
N -4.982 -0.162 -3.613
C -5.418 0.490 -4.904
C -4.984 0.657 -2.436
H -4.269 -1.722 -4.771
H -5.038 1.493 -5.097
H -6.502 0.592 -4.955
H -5.104 -0.020 -5.816
H -5.953 1.099 -2.206
H -4.637 -0.004 -1.642
H -4.280 1.487 -2.495
```

---

Entry 2:
The following is a quantum chemistry calculation of a structure of composition C22H49N2OOsP3S at a distorted geometry, from OMol25.

E_LUMO (spin up / spin down) (eV): -11.6 / -13.9
Highest occupied orbital energy (spin up / spin down) (eV): -18.5 / -19.5
2S+1: 5
Net charge: +4

XYZ file:
```
79
C22H49N2OOsP3S (ωB97M-V/def2-TZVPD)
Os 0.222 0.763 -0.047
P 1.940 1.738 1.061
P -1.528 2.052 0.502
P 0.678 1.286 -2.155
H -1.221 -1.545 0.414
C -0.465 -1.223 -0.319
C 0.934 -1.219 0.122
H 1.131 -1.557 1.145
C 2.121 1.219 2.794
C 1.919 3.556 1.190
C 3.568 1.320 0.351
C -3.046 1.201 -0.047
C -1.794 2.356 2.281
C -1.633 3.724 -0.223
C 1.836 0.082 -2.883
C 1.404 2.929 -2.455
C -0.876 1.256 -3.116
H -0.683 -1.501 -1.360
H 1.717 -1.455 -0.605
H 2.043 0.122 2.842
H 1.328 1.658 3.419
H 3.099 1.521 3.211
H 1.060 3.905 1.772
H 1.875 3.989 0.189
H 2.834 3.902 1.687
H 3.709 0.234 0.320
H 4.358 1.754 0.976
H 3.650 1.722 -0.664
H -3.904 1.877 0.063
H -3.209 0.304 0.564
H -2.960 0.898 -1.098
H -2.530 3.167 2.399
H -0.860 2.655 2.776
H -2.177 1.451 2.774
H -2.552 4.203 0.140
H -1.662 3.687 -1.317
H -0.776 4.331 0.091
H 2.105 0.388 -3.903
H 1.370 -0.913 -2.918
H 2.742 0.019 -2.264
H 1.460 3.104 -3.539
H 2.411 2.994 -2.023
H 0.772 3.699 -1.996
H -0.668 1.489 -4.170
H -1.585 1.988 -2.711
H -1.334 0.260 -3.040
C -0.495 -2.411 -6.402
C -1.659 -2.563 -7.182
C -1.933 -3.798 -7.783
C -1.046 -4.865 -7.648
C 0.131 -4.706 -6.918
C 0.418 -3.482 -6.312
S -0.090 -0.943 -5.547
H -1.276 -0.491 -5.040
H -2.344 -1.720 -7.292
H -2.856 -3.941 -8.360
H -1.271 -5.834 -8.117
H 0.827 -5.535 -6.808
H 1.332 -3.344 -5.745
C -2.700 -0.765 4.113
N -1.450 -0.875 4.841
C -1.569 -0.940 6.289
C -0.450 -1.554 4.145
O -0.668 -2.044 3.026
N 0.796 -1.628 4.735
C 1.247 -0.750 5.796
C 1.797 -2.472 4.114
H -3.319 -1.661 4.255
H -2.479 -0.665 3.046
H -3.254 0.103 4.480
H -1.002 -1.783 6.702
H -1.223 -0.013 6.767
H -2.626 -1.067 6.542
H 1.102 -1.213 6.785
H 2.321 -0.568 5.666
H 0.721 0.215 5.758
H 1.411 -2.867 3.167
H 2.717 -1.903 3.921
H 2.068 -3.309 4.775
```

---

Entry 3:
The following is a quantum chemistry calculation of a structure of composition C22H49N2P3PtS2 at a distorted geometry, from OMol25.

E_LUMO (spin up / spin down) (eV): -11.7 / -15.2
Highest occupied orbital energy (spin up / spin down) (eV): -19.3 / -20.0
2S+1: 5
Net charge: +4

XYZ file:
```
79
C22H49N2P3PtS2 (ωB97M-V/def2-TZVPD)
Pt -0.523 -0.718 -0.223
P 0.173 -1.512 1.900
P -0.520 -1.505 -2.425
P -2.768 -0.967 0.186
H 0.745 3.881 0.355
C 0.248 3.977 1.327
C 0.717 3.346 2.420
H 1.611 2.716 2.368
C 1.731 -0.780 2.485
C 0.416 -3.327 1.965
C -0.928 -1.223 3.321
C -0.973 -0.198 -3.601
C 1.065 -2.133 -3.061
C -1.686 -2.879 -2.718
C -3.418 0.049 1.553
C -3.124 -2.710 0.614
C -3.855 -0.565 -1.220
H -0.589 4.681 1.379
H 0.231 3.445 3.401
H 1.665 0.314 2.408
H 2.573 -1.139 1.878
H 1.889 -1.071 3.533
H 1.082 -3.653 1.153
H -0.546 -3.847 1.849
H 0.868 -3.608 2.928
H -1.230 -0.169 3.347
H -0.366 -1.467 4.235
H -1.818 -1.861 3.272
H -1.085 -0.653 -4.597
H -0.175 0.556 -3.620
H -1.908 0.297 -3.316
H 0.912 -2.468 -4.098
H 1.395 -2.990 -2.461
H 1.828 -1.349 -3.033
H -1.507 -3.261 -3.731
H -2.725 -2.545 -2.633
H -1.508 -3.680 -1.991
H -4.376 0.482 1.236
H -2.748 0.890 1.782
H -3.595 -0.571 2.442
H -4.212 -2.831 0.648
H -2.705 -2.967 1.593
H -2.712 -3.378 -0.148
H -4.665 0.079 -0.859
H -4.288 -1.482 -1.637
H -3.322 -0.012 -1.996
C -3.181 3.294 -0.599
C -3.977 3.261 -1.787
C -4.982 4.208 -1.985
C -5.249 5.182 -1.006
C -4.552 5.151 0.210
C -3.572 4.190 0.440
S -1.778 2.373 -0.410
H -0.166 -2.287 -0.477
H -3.772 2.503 -2.543
H -5.578 4.204 -2.902
H -5.996 5.957 -1.177
H -4.783 5.883 0.988
H -3.034 4.126 1.381
C 5.074 -3.083 -0.024
C 4.722 -1.810 -0.769
N 3.413 -1.270 -0.312
C 3.136 0.062 -0.412
S 1.594 0.663 -0.846
N 4.152 0.932 -0.180
C 5.039 0.786 1.013
C 6.326 1.556 0.791
H 5.097 -2.915 1.060
H 6.069 -3.414 -0.341
H 4.365 -3.890 -0.242
H 5.475 -1.030 -0.631
H 4.660 -1.999 -1.853
H 2.615 -1.863 -0.552
H 3.902 1.910 -0.353
H 4.501 1.170 1.896
H 5.228 -0.278 1.185
H 6.150 2.637 0.758
H 7.012 1.340 1.615
H 6.815 1.257 -0.145
```

---

Entry 4:
The following is a quantum chemistry calculation of a structure of composition C22H50AlCaCl4FLiN4O13P at a distorted geometry, from OMol25.

E_LUMO (eV): -8.8
Highest occupied orbital energy (eV): -10.4
2S+1: 1
Net charge: +2

XYZ file:
```
98
C22H50AlCaCl4FLiN4O13P (ωB97M-V/def2-TZVPD)
C -2.997 -2.751 1.156
C -2.313 -4.080 1.381
O -2.658 -4.758 2.326
N -1.271 -4.428 0.532
C -1.561 -4.259 -0.890
C -0.677 -5.739 0.860
C 0.566 -5.637 1.745
C 1.440 -4.431 1.357
C 1.069 -3.254 2.261
P 2.065 -1.744 2.003
C 1.182 -0.107 2.093
N 2.138 1.010 2.053
C 1.792 -1.766 0.125
O 2.242 -0.557 -0.458
C 1.340 -0.031 -1.372
O 1.996 0.955 -2.098
C 1.380 2.215 -2.023
C 1.832 3.035 -3.214
O 1.001 4.200 -3.296
C 2.396 -1.479 3.963
O 1.488 -1.508 4.788
N 3.713 -1.201 4.413
C 3.735 -0.107 5.322
O 3.162 0.918 5.234
F 4.494 -0.363 6.381
H -4.060 -2.840 1.332
H -2.605 -2.061 1.898
H -2.797 -2.306 0.187
H -0.781 -4.705 -1.492
H -2.512 -4.713 -1.179
H -1.554 -3.204 -1.146
H -1.395 -6.449 1.251
H -0.319 -6.151 -0.078
H 0.300 -5.611 2.798
H 1.156 -6.534 1.587
H 2.480 -4.677 1.528
H 1.247 -4.251 0.309
H 1.211 -3.592 3.282
H 0.028 -2.957 2.194
H 3.456 -1.849 1.760
H 0.613 -0.023 3.015
H 0.461 -0.052 1.280
H 2.959 0.767 1.520
H 1.694 1.794 1.600
H 2.305 -2.628 -0.356
H 0.713 -1.881 -0.064
H 0.979 -0.853 -2.003
H 0.496 0.450 -0.858
H 0.289 2.165 -2.111
H 1.609 2.766 -1.108
H 1.694 2.450 -4.115
H 2.865 3.349 -3.112
H 1.329 4.804 -2.624
H 4.233 -0.884 3.595
Li 1.231 -1.301 6.926
O 3.994 -3.232 -0.424
H 4.455 -2.690 -1.084
O -0.585 1.974 6.703
H -0.026 1.209 6.510
C -4.294 -2.787 -6.430
C -2.804 -2.456 -6.368
C -2.134 -2.823 -5.040
O -2.452 -1.937 -3.926
C -3.716 -2.197 -3.327
N -2.616 -1.038 -6.704
H -4.911 -2.049 -5.904
H -4.632 -2.789 -7.463
H -4.502 -3.770 -6.008
H -2.307 -3.044 -7.140
H -1.055 -2.746 -5.163
H -2.345 -3.853 -4.749
H -3.985 -3.250 -3.316
H -4.506 -1.629 -3.856
H -3.676 -1.842 -2.287
H -1.621 -0.834 -6.793
H -2.905 -0.497 -5.887
Ca -3.543 0.273 -3.910
C -2.329 7.142 1.718
O -1.456 6.914 0.571
C -2.024 7.168 -0.636
O -3.140 7.545 -0.815
O -1.096 6.957 -1.570
C -1.536 7.253 -2.873
H -1.734 6.913 2.594
H -2.627 8.186 1.733
H -3.188 6.481 1.669
H -1.821 8.339 -2.881
H -2.388 6.652 -3.187
H -0.699 7.087 -3.549
C 6.258 1.469 8.434
Cl 7.604 0.383 8.080
Cl 5.302 0.857 9.787
Cl 6.837 3.096 8.765
H 5.620 1.509 7.564
Cl -0.565 4.954 0.740
Al -1.686 10.058 -3.373
O 0.005 10.422 -0.422
H -0.050 9.469 -0.245
```

---

Entry 5:
The following is a quantum chemistry calculation of a cluster of 5 separate species, C22H50BClN2O8P3 in total, from OMol25.

E_LUMO (eV): -3.1
Highest occupied orbital energy (eV): -11.1
2S+1: 1
Net charge: +1

XYZ file:
```
87
C22H50BClN2O8P3 (ωB97M-V/def2-TZVPD)
C 0.343 2.967 -0.248
C 1.103 1.801 0.396
B 0.244 0.628 0.957
O 0.580 -0.111 2.045
P -1.446 -0.001 0.134
C -1.936 -1.445 1.170
C -2.823 -2.525 0.562
O -2.297 -3.559 0.237
N -4.217 -2.277 0.487
C -4.981 -3.368 1.132
C -4.616 -2.113 -0.922
P -1.011 -0.470 -2.038
N 0.655 -0.718 -1.804
O -1.643 -1.945 -2.288
P -2.811 1.798 0.193
O -2.572 2.020 1.794
Cl -4.633 0.945 0.194
H -0.430 3.367 0.416
H -0.135 2.677 -1.189
H 1.045 3.774 -0.456
H 1.684 2.196 1.241
H 1.828 1.406 -0.325
H 1.538 -0.103 2.187
H -0.988 -1.946 1.390
H -2.328 -1.037 2.106
H -5.767 -2.946 1.761
H -5.455 -4.024 0.397
H -4.340 -3.983 1.765
H -4.656 -3.073 -1.446
H -5.596 -1.634 -0.954
H -3.916 -1.463 -1.448
H 1.043 -1.164 -2.639
H 0.835 -1.361 -1.034
H -1.007 -2.666 -2.158
H -2.283 2.927 1.973
C -9.052 -3.927 4.742
C -10.223 -3.710 3.786
C -9.507 -3.260 2.520
O -8.235 -3.916 2.524
C -7.997 -4.502 3.807
H -9.282 -4.591 5.573
H -8.718 -2.972 5.151
H -10.745 -4.652 3.610
H -10.949 -2.980 4.139
H -9.345 -2.176 2.520
H -10.040 -3.529 1.608
H -8.093 -5.589 3.720
H -6.977 -4.269 4.119
C 1.859 -5.058 -3.911
C 2.057 -4.599 -5.354
C 1.345 -3.255 -5.359
O 1.495 -2.722 -4.029
C 1.987 -3.746 -3.151
H 2.582 -5.802 -3.583
H 0.858 -5.476 -3.783
H 3.120 -4.465 -5.562
H 1.650 -5.288 -6.091
H 0.278 -3.366 -5.572
H 1.770 -2.548 -6.069
H 3.030 -3.526 -2.906
H 1.406 -3.737 -2.224
C 4.792 5.460 1.880
C 3.542 5.853 2.667
C 2.442 5.589 1.648
O 2.899 4.502 0.834
C 4.293 4.266 1.083
H 5.647 5.216 2.509
H 5.085 6.264 1.204
H 3.422 5.199 3.534
H 3.549 6.883 3.018
H 2.277 6.461 1.008
H 1.491 5.313 2.109
H 4.392 3.336 1.657
H 4.815 4.148 0.135
C 8.744 3.884 -2.283
C 9.093 3.474 -0.854
C 8.283 4.476 -0.042
O 7.118 4.772 -0.817
C 7.276 4.263 -2.144
H 8.907 3.097 -3.018
H 9.334 4.754 -2.579
H 8.745 2.457 -0.658
H 10.158 3.517 -0.632
H 8.844 5.402 0.119
H 7.973 4.088 0.930
H 6.628 3.387 -2.266
H 6.961 5.027 -2.855
```